Formula: C22H39Cl3GeN2O3RuSSi
Source: the OMol25 dataset
Level of theory: ωB97M-V/def2-TZVPD

The expectation value of S² is 6.0362. Its HOMO-LUMO gap (spin up / spin down) is 7.4 / 6.6 eV. Its charge is +2. The HOMO energy (spin up / spin down) is -14.28 / -15.08 eV. The value obtained for the energy is -147932.9727 eV. The spin multiplicity is 5. As for the energy relative to the best compared isomer or geometry (same formula, charge and spin): 12.9 kJ/mol.

Structure (XYZ):
```
73
C22H39Cl3GeN2O3RuSSi ωB97M-V/def2-TZVPD
Ru -0.60412 -0.40848 -0.29394
C -1.46746 -0.79308 3.51958
C -1.49276 0.44758 2.64158
C -2.90372 0.79485 2.20924
C -0.79567 1.62380 3.30436
O -0.68794 0.13755 1.45038
Ge 1.94043 1.10053 0.52999
O 0.70996 1.38923 -0.79456
C 0.39423 2.70484 -1.40011
C 1.63135 3.58436 -1.28053
C -0.77721 3.31142 -0.65082
C 0.05492 2.44466 -2.85642
O 1.82823 -0.69669 0.07915
C 2.72627 -1.69218 0.67054
C 3.42463 -1.11619 1.89934
C 3.73772 -2.09882 -0.38420
C 1.91288 -2.96963 1.12652
H -2.04372 -0.60395 4.42508
H -0.44711 -1.03318 3.83109
H -1.91003 -1.64700 3.00394
H -3.48136 1.09159 3.08470
H -3.39982 -0.06890 1.76366
H -2.90208 1.63171 1.50815
H -1.31494 1.89885 4.22169
H -0.79525 2.49034 2.64154
H 0.23203 1.36380 3.56522
H 1.86803 3.81036 -0.23792
H 1.45081 4.53586 -1.78010
H 2.49406 3.11483 -1.75902
H -0.52312 3.47710 0.39839
H -1.65631 2.66752 -0.71005
H -1.03584 4.27456 -1.09135
H 0.88452 1.94794 -3.36160
H -0.13784 3.39126 -3.36118
H -0.84202 1.82944 -2.94340
H 4.05888 -0.26544 1.64498
H 4.07419 -1.87783 2.33169
H 2.71176 -0.81023 2.67238
H 4.36734 -1.24726 -0.64557
H 3.23306 -2.45843 -1.27954
H 4.38178 -2.89449 -0.00596
H 0.43612 -1.72686 1.84116
H 2.26725 -3.30620 2.09888
H 2.00995 -3.78031 0.41543
C -5.49233 -1.35720 -3.03155
Si -4.51805 -0.15111 -4.06103
C -4.85616 -0.37341 -5.87114
C -4.76582 1.61851 -3.52060
C -2.65556 -0.54093 -3.80163
C -1.78428 -0.85668 -4.85427
C -0.42947 -1.09576 -4.64474
C 0.07133 -1.05653 -3.36117
N -0.74554 -0.79865 -2.33890
C -2.04411 -0.52515 -2.56187
S -2.74792 -0.07773 -0.98946
H -6.56050 -1.19083 -3.18984
H -5.30286 -1.24955 -1.96103
H -5.27792 -2.38934 -3.31716
H -5.90734 -0.15237 -6.07034
H -4.67766 -1.40507 -6.18666
H -4.26343 0.29480 -6.49951
H -5.81014 1.91029 -3.65329
H -4.15682 2.31300 -4.10257
H -4.52295 1.74653 -2.46232
H -2.17204 -0.90438 -5.86517
H 0.23022 -1.31360 -5.47281
H 1.11243 -1.22982 -3.12883
Cl -2.13293 -3.86864 -1.27061
C -0.53760 -3.85570 -0.50724
Cl 0.70896 -3.81921 -1.79838
Cl -0.34646 -5.31821 0.45295
C -0.42046 -2.61468 0.35481
N 0.52224 -2.53900 1.23475
```

=====

Formula: C22H39Cl3N3NdO3Si
Source: the OMol25 dataset
Level of theory: ωB97M-V/def2-TZVPD

The expectation value of S² is 3.7529. Its HOMO-LUMO gap (spin up / spin down) is 8.6 / 8.6 eV. Its charge is 0. The HOMO energy (spin up / spin down) is -8.20 / -8.24 eV. The value obtained for the energy is -94787.5820 eV. The spin multiplicity is 4. As for the energy relative to the best compared isomer or geometry (same formula, charge and spin): 129.8 kJ/mol.

Structure (XYZ):
```
72
C22H39Cl3N3NdO3Si ωB97M-V/def2-TZVPD
C -4.09209 1.90039 -1.99606
C -2.97079 2.23616 -1.09013
H -4.82729 2.71045 -1.95501
H -4.62849 0.97645 -1.69748
H -3.74566 1.80382 -3.03099
C -3.22510 2.90505 0.05725
C -4.55214 3.48783 0.41774
H -2.40224 3.17979 0.71382
H -5.34870 2.74619 0.59552
H -4.89488 4.20831 -0.35012
H -4.39118 4.05702 1.34844
Nd 1.81622 -1.78358 1.62911
Cl 2.49485 -0.19447 -0.45811
Cl 2.00461 -4.19647 2.76730
H 6.35597 -5.22206 -0.39613
H 6.36911 -3.94846 -2.60812
C 5.25241 -5.26667 -0.42999
C 5.26771 -4.04025 -2.60992
N 4.74821 -4.14629 -1.24439
H 4.80804 -5.19563 0.56971
C 3.90189 -3.21635 -0.78123
O 3.49681 -3.17578 0.41461
H 4.81027 -3.13975 -3.04606
H 3.57907 -2.45633 -1.52683
H 4.99074 -6.21950 -0.92202
H 5.00911 -4.93030 -3.20775
H -2.87968 -0.86626 2.36987
H -2.42638 1.84281 3.19371
C -2.52469 -1.07698 3.39203
C -2.30641 1.27265 4.12727
N -1.66247 -0.01457 3.87339
H -2.01307 -2.03625 3.36721
C -0.33219 -0.10396 4.08590
O 0.41482 -1.06470 3.83248
H -1.66949 1.85082 4.79531
H 0.06485 0.84497 4.50411
H -3.41159 -1.13592 4.04026
H -3.28253 1.11596 4.59875
O -1.64580 0.26047 -1.66454
C -1.60471 1.67892 -1.49489
C -0.61347 1.81282 0.84036
C -0.49736 2.02967 -0.53332
H -1.38709 1.12006 1.19972
C 0.17904 2.55873 1.71948
H -1.31157 2.19601 -2.43032
C 0.59798 2.74856 -1.05682
H -0.03452 2.54339 2.79017
C 1.26417 3.31292 1.22495
C 1.42284 3.43430 -0.16028
H 0.75513 2.80440 -2.13903
H 1.87268 3.91461 1.90923
H 2.22330 4.04853 -0.59853
Si -1.98946 -0.61277 -3.02484
Cl -0.55572 -2.45378 1.38104
C -1.81106 -2.23248 -2.00402
C -0.34796 -0.21800 -3.78014
C -3.65479 -0.68718 -3.96078
H -0.79975 -2.23195 -1.55017
H -1.92838 -3.21401 -2.51373
H -2.49935 -2.22192 -1.14265
H -4.54383 -0.68828 -3.29040
H -3.66508 -1.64819 -4.48805
H -3.85937 0.07054 -4.73771
H -0.08759 0.84924 -3.69671
H -0.32380 -0.53233 -4.82987
H 0.40173 -0.75869 -3.17739
C 4.61474 1.83933 2.18084
C 4.09430 0.55292 2.58141
N 3.69519 -0.49866 2.88624
H 4.79819 1.82708 1.09371
H 5.55637 2.05162 2.71765
H 3.88741 2.63593 2.40589
```

=====

Formula: C22H39ClN3O3
Source: the OMol25 dataset
Level of theory: ωB97M-V/def2-TZVPD

Its HOMO-LUMO gap is 9.1 eV. Its charge is +1. The HOMO energy is -11.17 eV. The value obtained for the energy is -46573.1665 eV.

Structure (XYZ):
```
68
C22H39ClN3O3 ωB97M-V/def2-TZVPD
C 1.83810 1.04899 3.03792
C 2.69723 0.82234 1.72061
O 2.26429 -0.43574 1.15262
C 2.13953 -0.40889 -0.25422
C 0.61162 -0.78281 -0.56483
C -0.16965 0.59401 -0.37169
O -1.54344 0.32391 -0.60118
C -1.84229 -0.08070 -1.93678
C -3.16513 -0.92339 -1.84217
C -4.31929 -0.63901 -2.65406
C -5.59274 -1.35218 -2.58943
C -5.58771 -2.41813 -1.57023
C -4.35167 -2.59607 -0.83817
N -3.18749 -1.92344 -0.92124
C -0.70133 -0.82390 -2.73952
C -0.24814 0.09390 -3.93895
C 0.33299 -0.72787 -5.17618
C 0.82669 1.19552 -3.58456
C 1.57175 1.83644 -4.81794
N 0.41851 -1.39630 -1.91226
C 0.32252 -2.89894 -1.90551
Cl 0.80785 -3.61653 -3.52582
C 1.23007 -3.62348 -0.84448
C 0.43160 -4.08130 0.46960
H 2.12593 0.36185 3.86543
H 2.00994 2.12605 3.37065
H 0.74314 1.00429 2.78123
H 2.50829 1.71541 1.07904
H 3.75250 0.71027 2.06723
H 2.30000 0.59802 -0.72045
H 2.85494 -1.10845 -0.77928
H 0.22424 -1.40790 0.28379
H -0.05877 0.83994 0.71605
H 0.26702 1.44516 -0.94643
H -2.14617 0.85368 -2.49342
H -4.24063 0.21158 -3.37694
H -6.47798 -1.10023 -3.20354
H -6.49808 -3.03375 -1.37955
H -4.37640 -3.40607 -0.06353
H -1.21318 -1.70281 -3.22109
H -1.13195 0.64321 -4.36811
H 0.29193 -0.15140 -6.12828
H 1.39236 -1.05935 -4.97899
H -0.25804 -1.66693 -5.33700
H 0.28145 2.02386 -3.04746
H 1.62134 0.82656 -2.87018
H 0.88106 1.94951 -5.68522
H 2.48561 1.23664 -5.05885
H 1.94725 2.84091 -4.47818
H 1.28697 -1.19626 -2.44406
H -0.73100 -3.24469 -1.72785
H 2.15926 -3.08004 -0.55632
H 1.57822 -4.58754 -1.30192
H -0.66519 -4.03881 0.26626
H 0.69709 -5.14966 0.68532
H 0.75573 -3.48053 1.35293
C -0.24023 2.99716 6.14082
C 1.10340 3.64175 5.91713
O 1.55391 3.83389 4.79430
N 1.81891 4.01274 7.00892
C 1.46159 3.87214 8.40752
H -0.68788 2.75878 5.17813
H -0.12460 2.07160 6.70772
H -0.90366 3.68279 6.67048
H 2.70603 4.43670 6.78147
H 1.44959 4.86341 8.86397
H 2.22268 3.26504 8.90089
H 0.48956 3.40505 8.53580
```

=====

Formula: C22H39N2O2P3Re
Source: the OMol25 dataset
Level of theory: ωB97M-V/def2-TZVPD

The expectation value of S² is 3.7742. Its HOMO-LUMO gap (spin up / spin down) is 5.6 / 3.4 eV. Its charge is +4. The HOMO energy (spin up / spin down) is -19.19 / -18.38 eV. The value obtained for the energy is -60473.7666 eV. The spin multiplicity is 4. As for the energy relative to the best compared isomer or geometry (same formula, charge and spin): 269.5 kJ/mol.

Structure (XYZ):
```
69
C22H39N2O2P3Re ωB97M-V/def2-TZVPD
P 4.13207 -1.58909 -0.24440
C 4.11508 -1.33946 1.59537
H 5.09106 -0.96942 1.95412
H 3.88935 -2.30513 2.06683
H 3.32464 -0.62362 1.86622
C 5.65222 -2.64356 -0.28903
H 5.71565 -3.11019 -1.28308
H 5.57707 -3.44365 0.45528
H 6.56161 -2.06150 -0.10055
C 4.91660 0.03177 -0.66400
H 6.00139 -0.02468 -0.46218
H 4.44908 0.82724 -0.05933
H 4.74428 0.23561 -1.73421
P -1.16526 3.75603 -0.73288
C -1.25053 4.39895 0.96657
H -1.49770 5.47033 0.91503
H -0.27570 4.24762 1.45130
H -2.03758 3.85221 1.50551
C -0.13729 5.01917 -1.56031
H -0.12243 4.83373 -2.64310
H 0.87923 4.95801 -1.14801
H -0.58078 6.00094 -1.34659
C -2.81154 4.25608 -1.35040
H -2.91673 5.34124 -1.17432
H -3.56548 3.69705 -0.77619
H -2.88565 4.01962 -2.42604
P -2.40012 -3.65660 0.06752
C -2.79669 -3.16945 1.81247
H -3.71801 -3.67144 2.16967
H -2.92021 -2.07380 1.86136
H -1.95550 -3.43923 2.46272
C -3.96914 -3.00244 -0.64380
H -4.81748 -3.61040 -0.29728
H -3.89242 -3.04981 -1.73748
H -4.09598 -1.95599 -0.33667
C -2.92993 -5.43669 0.19163
H -3.92432 -5.56772 0.66038
H -2.18245 -5.97973 0.78370
H -2.93427 -5.90206 -0.81163
Re -0.20873 0.52456 -1.58343
C 1.05778 1.17036 -0.11918
O 1.70307 1.49866 0.78789
C -1.68634 0.47536 -0.17418
O -2.41886 0.42993 0.72783
C -1.47624 0.39720 -3.23618
C -0.97346 -0.88170 -2.89545
C 0.41186 -1.08297 -2.73534
C 1.28724 0.00766 -2.93072
C 0.79046 1.29791 -3.24960
C -0.60777 1.50766 -3.38082
H -2.54876 0.56116 -3.28883
H -1.63543 -1.71268 -2.67611
H 0.80013 -2.05216 -2.42536
H 2.35100 -0.14918 -2.75471
H 1.47367 2.14392 -3.33297
H -0.99026 2.50437 -3.60055
N 1.16834 -2.92646 0.99163
C 0.80357 -2.26746 2.12262
C 0.80972 -2.93355 3.38004
C 0.42528 -2.21616 4.50741
C 0.05424 -0.87475 4.34258
C 0.08596 -0.30980 3.06097
N 0.44145 -0.97922 1.95909
H 1.18826 -2.43825 0.10240
H 1.49358 -3.88180 1.02904
H 1.11668 -3.97975 3.39971
H 0.41365 -2.68855 5.49111
H -0.25618 -0.25216 5.17978
H -0.19088 0.73397 2.91122
```

=====

Formula: C22H40B2KO9S3
Source: the OMol25 dataset
Level of theory: ωB97M-V/def2-TZVPD

The expectation value of S² is 0.7755. Its HOMO-LUMO gap (spin up / spin down) is 4.3 / 3.6 eV. Its charge is -2. The HOMO energy (spin up / spin down) is -1.40 / -1.40 eV. The value obtained for the energy is -92061.7099 eV. The spin multiplicity is 2.

Structure (XYZ):
```
77
C22H40B2KO9S3 ωB97M-V/def2-TZVPD
K -36.05997 -22.32249 -11.99352
B -35.93564 -21.58124 -14.69139
H -34.86106 -21.60290 -14.78648
H -36.29802 -22.54574 -14.37099
H -36.27973 -20.76805 -14.07127
H -36.33510 -21.33163 -15.66216
B -35.86927 -15.51780 -16.67564
H -35.55224 -15.91738 -17.62646
H -36.67364 -16.08019 -16.22736
H -35.00471 -15.63561 -16.04090
H -36.12708 -14.47477 -16.77502
C -34.31845 -17.16576 -9.89367
C -34.20396 -18.51933 -9.82410
C -33.89167 -19.43297 -11.06798
O -33.83124 -20.72994 -10.94806
C -33.91548 -18.90568 -12.30512
C -34.23848 -17.43202 -12.47387
C -34.23197 -16.50266 -11.19485
O -34.45260 -15.32345 -11.37012
O -34.45369 -16.98107 -13.57697
O -34.40771 -19.03266 -8.65605
H -34.60033 -16.56399 -9.04231
H -34.05772 -19.47213 -13.21358
C -33.66725 -11.74468 -9.72276
S -35.47619 -11.73543 -10.20320
O -35.54430 -12.05733 -11.67783
C -35.93898 -13.28872 -9.32173
H -33.43509 -11.52664 -8.68033
H -33.16350 -10.98553 -10.32114
H -33.21041 -12.73191 -9.79171
H -36.66595 -13.04596 -8.54668
H -35.18485 -13.71489 -8.66008
H -36.23816 -14.05635 -10.03541
C -31.10710 -19.82794 -17.41285
S -32.09487 -18.38053 -16.67755
O -33.15616 -19.09441 -15.89732
C -30.89171 -17.67099 -15.42117
H -30.63335 -20.50856 -16.70545
H -30.39089 -19.48809 -18.16095
H -31.92122 -20.26514 -17.99092
H -29.97328 -17.57675 -16.00058
H -30.90232 -18.24071 -14.49197
H -31.30032 -16.71177 -15.10332
C -30.92259 -12.04817 -13.83690
S -32.17151 -12.76028 -12.67486
O -33.38757 -12.93047 -13.57311
C -31.35981 -14.40527 -12.75449
H -29.86613 -11.94695 -13.58837
H -31.27569 -11.02472 -13.96320
H -30.97301 -12.59027 -14.78120
H -32.10295 -15.19433 -12.63953
H -30.53648 -14.58357 -12.06281
H -30.86990 -14.76119 -13.66081
C -30.35470 -18.00303 -10.35877
C -30.74783 -16.76087 -9.87751
C -30.07191 -16.20706 -8.83733
C -28.98720 -16.99236 -8.33675
C -28.66537 -18.27809 -8.79827
C -29.44723 -18.83598 -9.75829
H -30.89281 -18.43052 -11.19189
H -31.65933 -16.41552 -10.34260
H -30.20663 -15.22468 -8.40933
H -28.33219 -16.52392 -7.61708
H -27.90666 -18.95103 -8.42692
H -29.06724 -19.73120 -10.22796
O -29.77209 -22.90254 -11.19111
C -30.42209 -22.77207 -12.19759
O -30.81591 -23.81142 -13.08379
C -31.58696 -23.29612 -14.09446
C -31.81258 -21.82687 -13.91010
C -30.92601 -21.43007 -12.75720
H -32.51843 -23.86122 -14.06080
H -30.92149 -23.50701 -14.93158
H -32.85655 -21.67182 -13.63772
H -31.75029 -21.17984 -14.78507
H -31.64043 -20.87126 -12.15268
H -30.09914 -20.81185 -13.10676
```

=====

Formula: C22H40BrFN4O15
Source: the OMol25 dataset
Level of theory: ωB97M-V/def2-TZVPD

Its HOMO-LUMO gap is 9.0 eV. As for the SMILES: FCCc1nnc(CCCBr)nn1.COC(=O)OC.COC(=O)OC.COC(=O)OC.COC(=O)OC.COC(=O)OC. Its charge is 0. The HOMO energy is -9.87 eV. The value obtained for the energy is -132888.8524 eV.

Structure (XYZ):
```
83
C22H40BrFN4O15 ωB97M-V/def2-TZVPD
F 5.77176 2.23377 0.71654
C 4.58981 2.29923 -0.21419
C 4.25401 3.88731 -0.58569
C 2.62510 4.17260 -0.29733
N 1.79123 3.99342 -1.44721
N 0.51811 4.17185 -1.21125
C 0.22117 4.50936 0.14774
C -1.41828 4.68149 0.46400
C -1.96822 3.11125 0.62737
C -2.53121 2.49802 -0.82174
Br -1.21794 1.26658 -1.71807
N 1.05915 4.72994 1.28720
N 2.33212 4.55162 1.05169
H 3.64298 1.74000 0.24655
H 4.89834 1.69450 -1.19311
H 4.48551 4.11630 -1.72979
H 4.92897 4.64719 0.03837
H -1.92758 5.13853 -0.50618
H -1.61872 5.33579 1.41700
H -1.01325 2.44767 0.89802
H -2.74002 2.98688 1.49816
H -2.87805 3.40714 -1.49693
H -3.47041 1.85643 -0.54121
C -2.36850 -1.96242 -2.07362
O -2.18741 -3.25002 -1.48767
C -0.96411 -3.79545 -1.70539
O -0.05317 -3.28415 -2.33753
O -0.93010 -5.00843 -1.09790
C 0.30670 -5.70358 -1.24449
H -3.38040 -1.62250 -1.83651
H -1.65691 -1.24387 -1.65434
H -2.26983 -2.01646 -3.16262
H 1.12523 -5.13461 -0.79196
H 0.51232 -5.90721 -2.30034
H 0.22129 -6.65934 -0.72015
C 1.86738 -8.43030 3.91457
O 1.33625 -7.21128 4.43028
C 1.13114 -6.25117 3.49356
O 1.35917 -6.35485 2.29852
O 0.62844 -5.15566 4.11699
C 0.36151 -4.05672 3.24782
H 1.99085 -9.12522 4.74975
H 1.17609 -8.87815 3.19345
H 2.84853 -8.26179 3.45902
H -0.39007 -4.32972 2.50009
H 1.28245 -3.71335 2.76561
H -0.03662 -3.23695 3.85212
C -1.82580 -7.87006 4.82312
O -2.04140 -9.02518 4.01486
C -3.07537 -8.91176 3.14344
O -3.79785 -7.93641 3.01094
O -3.16619 -10.07173 2.44505
C -4.21908 -10.09659 1.48318
H -0.97625 -8.07192 5.48132
H -1.58068 -7.00352 4.20063
H -2.70270 -7.66540 5.44581
H -4.06957 -9.31910 0.72710
H -5.19166 -9.98096 1.97234
H -4.19833 -11.06957 0.98461
C 9.83830 6.71192 -1.58488
O 8.41299 6.67919 -1.62330
C 7.81228 7.65092 -0.89102
O 8.38090 8.50875 -0.23402
O 6.46921 7.50267 -1.01638
C 5.70278 8.46408 -0.29343
H 10.21199 5.89185 -2.20417
H 10.21414 7.65373 -1.99744
H 10.20046 6.56382 -0.56239
H 5.91324 9.47594 -0.65446
H 5.89959 8.38602 0.78068
H 4.64419 8.25084 -0.46554
C -8.75440 5.18868 -3.02703
O -7.88139 4.90532 -4.11864
C -6.58860 4.70015 -3.76091
O -6.14409 4.73976 -2.62439
O -5.87614 4.44337 -4.88695
C -4.48791 4.20588 -4.66152
H -9.76094 5.33504 -3.42847
H -8.78211 4.34789 -2.32648
H -8.44975 6.10868 -2.51777
H -4.34507 3.32571 -4.02638
H -4.01268 5.08659 -4.21762
H -4.01686 4.01180 -5.62907
```

=====

Question: energy of number 2 (C22H39Cl3N3NdO3Si)?
Answer: -94787.5820 eV